[1]
Formula: C10H17N3O2
Source: OMol25
Level of theory: ωB97M-V with the def2-TZVPD basis set

Cartesian coordinates (Å):
1 C 1.11871 0.16431 -1.98140
2 C 1.23493 0.14727 -0.51375
3 C 1.45979 1.39312 0.09237
4 O 2.07615 1.73289 1.05440
5 O 0.87821 2.48509 -0.64852
6 N 1.53574 -1.07506 0.18173
7 C 2.95561 -1.28606 0.51624
8 C 0.85167 -0.98801 1.49545
9 C 1.07207 -2.29537 -0.50859
10 H 0.83805 1.09033 -2.35625
11 H 2.06397 0.14094 -2.46358
12 H 0.56067 -0.69360 -2.43647
13 H 0.74769 3.16114 0.00221
14 H 3.24369 -0.35627 1.07351
15 H 3.07896 -2.20361 1.07597
16 H 3.44818 -1.38735 -0.54252
17 H 1.10990 -1.86219 2.11020
18 H 1.18820 -0.15652 2.14242
19 H -0.23534 -0.80647 1.39435
20 H 0.08698 -2.22099 -1.03241
21 H 1.73201 -2.55540 -1.27540
22 H 1.03557 -3.08765 0.21754
23 C -2.02139 2.34250 0.42584
24 C -2.84884 1.31783 0.18365
25 C -4.24702 1.35294 -0.16124
26 N -4.71376 0.15046 -0.26191
27 C -3.66102 -0.63691 0.24448
28 N -2.60281 0.01673 0.62653
29 H -2.40911 3.32413 0.36285
30 H -0.95115 2.23440 0.70491
31 H -4.86266 2.21479 -0.32436
32 H -3.76362 -1.65742 0.60174

Cartesian forces, eV/Å:
C 0.0 -2.7 -0.5
C -0.8 2.3 -0.7
C -1.3 -0.3 -2.9
O 1.4 0.2 3.5
O 0.0 -1.3 -0.8
N -0.6 -0.3 1.6
C 1.6 1.1 -2.3
C -1.1 0.2 2.0
C -2.1 0.1 -0.2
H -1.5 1.5 -0.3
H 1.6 -0.6 -0.6
H 0.0 1.0 0.2
H 0.4 0.7 0.6
H 0.2 -1.0 -0.6
H 0.1 -0.1 0.2
H -0.3 0.3 2.3
H -0.4 -0.2 -0.5
H 0.3 -0.1 -1.1
H 0.5 -0.6 -0.4
H 0.6 0.4 1.0
H 1.3 -0.3 -1.1
H 0.0 -0.3 0.3
C 0.8 -0.7 0.2
C 0.5 0.7 2.2
C -0.5 -0.4 -1.0
N -0.4 0.0 0.4
C 0.9 0.5 1.6
N 0.4 -1.4 -1.7
H -0.2 1.0 -0.4
H -1.2 -0.3 -0.1
H -0.1 0.3 -0.4
H -0.4 0.0 -0.7

Calculated values
Gap between HOMO and LUMO (eV): 6.2
SMILES string: C/C(=C(/[O-])O)[N+](C)(C)C.C=C1C=NC=N1
Relative energy (zero: lowest compared OMol25 entry of this formula, charge and spin) (kcal per mole): 125.13
2S+1: 1
Calculated total energy (Ha): -705.8298

[2]
Formula: C10H17N4PdS
Source: OMol25
Level of theory: ωB97M-V with the def2-TZVPD basis set

Cartesian coordinates (Å):
1 Pd 0.52621 0.07964 -0.44278
2 C -0.36733 2.86558 1.19347
3 N -0.91205 1.60112 0.72218
4 C -1.81659 1.79628 -0.41437
5 C -1.55853 0.84750 1.79973
6 C -1.55667 -0.64188 1.52571
7 C -2.56917 -1.45592 2.02183
8 C -2.53083 -2.82469 1.81920
9 C -1.48014 -3.39795 1.12433
10 C -0.45535 -2.59797 0.63428
11 C -0.50269 -1.22131 0.80872
12 H -1.16026 3.52178 1.57610
13 H 0.14651 3.37545 0.37763
14 H 0.35462 2.68189 1.99022
15 H -2.68667 2.40289 -0.12650
16 H -2.17114 0.82141 -0.77513
17 H -1.28325 2.31016 -1.22300
18 H -2.58585 1.20578 1.95463
19 H -1.00005 1.02231 2.72562
20 H -3.38612 -1.01842 2.57737
21 H -3.31414 -3.45062 2.21974
22 H -1.44337 -4.46550 0.97037
23 H 0.37654 -3.07508 0.12326
24 N 2.24080 -1.41714 -1.54538
25 N 3.16649 -0.65405 -2.26374
26 C 3.12050 0.69604 -2.28647
27 N 3.92480 1.32617 -3.15198
28 S 2.15916 1.61366 -1.25836
29 H 2.66468 -1.85642 -0.72000
30 H 1.81003 -2.13273 -2.13429
31 H 3.80010 -1.13244 -2.89598
32 H 4.56060 0.84151 -3.76458
33 H 3.92918 2.33293 -3.16185

Cartesian forces, eV/Å:
Pd -0.3 -0.2 0.3
C 0.1 0.2 0.1
N 0.3 -0.4 -0.5
C -0.2 0.1 -0.1
C 0.0 -0.3 0.1
C 0.1 0.2 0.0
C 0.1 0.2 -0.1
C 0.0 -0.1 0.0
C 0.1 0.0 -0.1
C 0.1 -0.2 0.0
C 0.1 0.2 -0.1
H 0.1 0.0 0.0
H -0.1 0.0 0.0
H -0.1 0.0 0.0
H 0.0 0.0 0.0
H 0.0 0.3 0.1
H -0.1 -0.1 0.2
H 0.1 0.0 0.0
H -0.1 0.1 -0.1
H -0.1 0.1 0.0
H -0.1 0.0 0.0
H 0.0 -0.1 0.0
H 0.0 0.1 0.0
N -0.1 -0.2 0.4
N 0.1 0.0 -0.4
C 0.2 -0.3 -0.2
N -0.1 -0.3 0.2
S -0.3 0.4 0.4
H 0.0 0.2 -0.5
H 0.2 0.3 0.1
H -0.1 0.0 0.2
H 0.0 0.0 0.0
H 0.0 0.0 0.0

Calculated values
Gap between HOMO and LUMO (spin up / spin down) (eV): 8.1 / 6.8
<S²>: 2.007
Charge: +1
2S+1: 3
Calculated total energy (Ha): -1136.0502

[3]
Formula: C10H17N5
Source: OMol25
Level of theory: ωB97M-V with the def2-TZVPD basis set

Cartesian coordinates (Å):
1 C -1.25763 -3.01834 -3.55902
2 C 2.00812 -2.67847 -1.84994
3 C 0.97849 -3.50455 -1.99868
4 C 0.51869 -0.90840 -1.14189
5 C 1.88159 -1.13484 -1.74349
6 C -0.95448 2.07263 0.17280
7 C -1.03842 0.41891 1.92930
8 C 0.04891 2.92769 1.07353
9 C -0.05300 1.15138 2.74529
10 C -0.88823 0.62638 0.36815
11 N -1.99111 -2.82782 -4.38731
12 N -0.35112 -3.04615 -1.93919
13 N -0.45360 -1.80488 -1.27645
14 N 0.35953 0.09158 -0.18753
15 N -0.22462 2.60939 2.52054
16 H 2.99021 -2.94003 -1.64763
17 H 0.91904 -4.56460 -2.01019
18 H 2.68336 -0.74643 -1.14798
19 H 1.67233 -0.75832 -2.68058
20 H -1.92025 2.51748 0.36332
21 H -0.81886 2.30857 -0.86765
22 H -0.89191 -0.57327 2.10477
23 H -1.96478 0.79890 2.23746
24 H 1.06509 2.55627 1.01712
25 H -0.07920 3.93389 0.77710
26 H -0.34825 0.82466 3.68865
27 H 0.94316 0.92956 2.35853
28 H -1.78247 0.12549 -0.18558
29 H -1.35869 -1.73061 -0.83585
30 H 1.22590 0.50479 0.10707
31 H 0.26539 3.07866 3.38331
32 H -1.18319 2.76046 2.61201

Cartesian forces, eV/Å:
C 4.9 -0.1 7.0
C -1.1 1.2 0.1
C 0.1 0.7 -0.2
C -0.5 0.7 3.6
C -2.6 -3.0 1.6
C 0.8 2.7 0.2
C 0.7 1.1 -3.3
C 0.3 -2.5 -0.5
C 0.9 0.1 -2.5
C -1.7 -1.8 0.8
N -2.4 0.5 -2.9
N -2.4 1.0 -2.8
N 0.1 0.1 -1.5
N 0.0 -1.7 -1.8
N 1.3 0.4 2.1
H 1.6 -1.3 0.0
H 0.9 -0.8 -0.3
H 0.3 0.7 -0.1
H 0.8 1.3 -2.6
H -0.7 -0.3 0.3
H 0.6 0.4 -0.5
H -0.2 -2.9 0.9
H -1.9 -0.2 0.2
H 0.4 0.6 -0.8
H 0.2 1.2 0.4
H 0.7 0.2 2.3
H 0.3 -0.2 1.1
H 1.6 0.9 1.0
H 0.0 0.3 0.1
H 0.2 0.3 -0.2
H -0.7 -0.2 -2.6
H -2.3 0.8 0.9

Calculated values
Gap between HOMO and LUMO (eV): 8.9
Relative energy (zero: lowest compared OMol25 entry of this formula, charge and spin) (kcal per mole): 132.06
Charge: +2
2S+1: 1
Calculated total energy (Ha): -664.2191

[4]
Formula: C10H17N9NiOS5
Source: OMol25
Level of theory: ωB97M-V with the def2-TZVPD basis set

Cartesian coordinates (Å):
1 Ni -0.70600 -1.34641 -0.12130
2 O 0.40075 -3.62787 -6.35039
3 C 0.19286 -3.22490 -5.24002
4 S -1.07617 -2.04684 -4.83562
5 C -0.74026 -1.99795 -3.12137
6 C 0.24847 -2.76572 -2.65495
7 S 0.72294 -2.78497 -0.95306
8 S 1.10996 -3.75427 -3.80998
9 S -1.69517 -0.95311 -2.05582
10 C 2.28727 1.39614 -3.29771
11 C 2.87798 1.01563 -1.99445
12 N 4.14174 0.87069 -1.74300
13 N 4.17324 0.49285 -0.43102
14 C 2.96622 0.38885 0.14507
15 S 2.63544 0.09748 1.76783
16 N 2.12793 0.72043 -0.88138
17 N 0.74389 0.68988 -0.78868
18 H 3.09211 1.56529 -4.00780
19 H 1.69130 2.30565 -3.20854
20 H 1.64052 0.60452 -3.68084
21 H 5.04455 0.30914 0.03353
22 H 0.41019 1.57880 -0.42886
23 H 0.30744 0.46162 -1.67909
24 C -2.26791 2.26037 3.50152
25 N -2.52956 1.53457 2.27073
26 C -3.59852 2.01147 1.40782
27 C -1.81466 0.44883 1.86734
28 N -1.90432 -0.07611 0.69444
29 N -0.98070 -0.10104 2.82457
30 C -0.22539 -1.25541 2.69437
31 N 0.46699 -1.56863 3.83425
32 N -0.25424 -1.96341 1.63485
33 H -2.47760 3.31525 3.33446
34 H -1.21610 2.20095 3.77736
35 H -2.88843 1.91396 4.33346
36 H -4.14885 2.78348 1.93764
37 H -4.29204 1.20574 1.16179
38 H -3.21301 2.44298 0.47947
39 H -2.52628 0.42619 0.07569
40 H -1.08320 0.23692 3.76427
41 H 0.79595 -0.78675 4.37854
42 H 1.17688 -2.27318 3.70817
43 H 0.38377 -2.75111 1.65667

Cartesian forces, eV/Å:
Ni -0.7 -0.6 0.0
O 0.0 0.0 -0.1
C 0.0 -0.1 0.1
S 0.1 0.0 0.0
C -0.3 0.4 0.3
C 0.2 0.0 0.5
S 0.0 0.0 -0.6
S 0.0 0.0 -0.1
S 0.3 -0.2 -0.6
C 0.0 0.0 0.0
C 0.2 -0.1 -0.1
N -0.1 0.0 0.0
N 0.0 0.0 0.0
C 0.0 0.1 0.3
S 0.0 0.0 -0.3
N -0.1 -0.1 0.0
N 0.3 0.4 0.4
H 0.0 0.0 0.0
H 0.0 0.0 0.0
H 0.0 0.0 0.0
H 0.0 0.0 0.0
H 0.0 0.0 -0.1
H 0.0 -0.1 0.0
C 0.0 0.0 0.0
N 0.0 0.0 0.0
C 0.1 0.0 0.0
C -0.1 -0.1 0.1
N -0.1 0.4 0.1
N 0.1 0.1 0.0
C -0.1 0.1 0.0
N -0.1 -0.1 0.1
N 0.5 0.0 0.1
H 0.0 0.0 0.0
H 0.0 0.0 0.0
H 0.0 0.0 0.0
H 0.0 0.0 0.0
H 0.0 0.0 0.0
H 0.0 0.0 0.0
H 0.0 0.0 0.0
H 0.0 0.0 0.0
H 0.1 0.0 0.0
H 0.0 0.0 0.0
H 0.0 0.0 0.1

Calculated values
Gap between HOMO and LUMO (spin up / spin down) (eV): 6.2 / 6.3
Relative energy (zero: lowest compared OMol25 entry of this formula, charge and spin) (kcal per mole): 19.96
2S+1: 1
Calculated total energy (Ha): -4458.6288

[5]
Formula: C10H17NO2S
Source: OMol25
Level of theory: ωB97M-V with the def2-TZVPD basis set

Cartesian coordinates (Å):
1 C -3.70522 -1.00731 -1.54338
2 N -2.47173 -0.87187 -0.79778
3 C -1.58973 -0.01693 -0.85220
4 C -0.11590 -0.33031 0.00232
5 C 0.19087 0.07127 1.23689
6 C -0.79944 0.81225 2.05852
7 C 1.54905 -0.22097 2.03241
8 C 2.26803 -1.37693 1.32720
9 C 2.27520 -1.17765 -0.18124
10 C 0.92005 -1.14945 -0.82018
11 S -1.68519 1.48155 -1.99666
12 C 0.03800 2.18454 -1.87882
13 O -1.96209 1.14883 -3.37021
14 O -2.60583 2.39356 -1.36256
15 H -3.54467 -1.34598 -2.48512
16 H -4.17691 -0.12376 -1.56830
17 H -4.30590 -1.71058 -0.98558
18 H -1.65704 1.13253 1.43248
19 H -0.43136 1.82785 2.42039
20 H -1.39547 0.35820 2.94160
21 H 2.10869 0.70397 1.98548
22 H 1.41764 -0.48392 3.13209
23 H 3.39758 -1.37069 1.58660
24 H 1.90637 -2.43468 1.67727
25 H 2.73510 -1.95301 -0.92758
26 H 2.87884 -0.28429 -0.28257
27 H 0.56956 -2.18964 -0.60728
28 H 0.86956 -0.86999 -1.89556
29 H 0.51697 1.89466 -0.96268
30 H 0.48251 1.76250 -2.79388
31 H -0.20006 3.18915 -1.98235

Cartesian forces, eV/Å:
C 1.2 -1.4 3.2
N 0.2 -1.1 0.3
C 2.9 -0.3 1.0
C -0.5 0.7 -1.9
C -0.1 -0.4 2.0
C -2.4 2.2 1.0
C -1.5 -1.2 -0.9
C 2.2 -2.1 0.8
C 0.9 -0.9 -2.0
C -2.6 0.2 1.3
S 1.0 0.4 1.1
C -1.5 -2.6 -1.3
O 0.3 -0.6 0.1
O 0.1 0.0 0.3
H 0.7 -1.1 -2.9
H -2.0 3.4 -0.3
H -0.3 -0.3 -0.1
H 0.4 -0.2 0.0
H 0.0 -1.3 -0.2
H 1.7 0.0 -1.2
H 0.4 0.2 0.0
H -0.4 0.5 -1.5
H -1.7 -0.1 0.0
H 0.3 2.0 -0.7
H 0.2 0.9 2.2
H -0.1 0.6 -0.6
H -0.1 0.4 -1.1
H 0.3 -0.5 0.7
H 0.1 0.0 0.3
H 0.3 0.3 0.5
H 0.1 2.1 -0.1

Calculated values
Gap between HOMO and LUMO (eV): 9.7
SMILES string: C/N=C(/C1=C(C)CCCC1)S(C)(=O)=O
Relative energy (zero: lowest compared OMol25 entry of this formula, charge and spin) (kcal per mole): 44.84
2S+1: 1
Calculated total energy (Ha): -994.5170

[6]
Formula: C10H17NO6P2S
Source: OMol25
Level of theory: ωB97M-V with the def2-TZVPD basis set

Cartesian coordinates (Å):
1 C -2.06675 -2.38196 -1.43996
2 P -0.32770 -1.71399 -1.82308
3 C 0.00759 -2.02359 -3.67768
4 P -0.10578 0.41687 -1.45245
5 O 0.19403 2.12892 -1.25963
6 C -1.83860 0.86575 -2.10853
7 C -2.93236 1.06392 -0.71376
8 C -4.15110 2.27899 -0.94118
9 O -2.83435 2.43468 0.03162
10 C 0.41009 0.19116 0.37119
11 C -0.40899 -0.82019 1.39236
12 C 0.18120 -0.93606 2.95304
13 C 1.47625 0.00068 3.31220
14 N 2.21983 0.94079 2.40595
15 C 1.69638 0.99034 0.99854
16 H -2.28554 -3.24108 -2.23997
17 H -2.94820 -1.62205 -1.54470
18 H -2.17519 -2.91646 -0.38688
19 H 0.54922 -3.07917 -3.75142
20 H 0.63285 -1.16538 -4.16845
21 H -1.03622 -2.07500 -4.20857
22 H 0.98332 0.41817 -2.43980
23 H 1.12923 2.35268 -1.59605
24 H -1.81958 1.95339 -2.53873
25 H -2.34367 0.06597 -2.79701
26 H -3.25265 0.03122 -0.07736
27 H -3.89248 3.21583 -1.59743
28 H -4.99757 2.41222 -0.14514
29 H -1.33121 -1.47958 1.10188
30 H -0.37170 -1.67861 3.66838
31 H 1.88657 -0.08897 4.43046
32 H 2.28696 1.69845 0.23936
33 O 6.74092 -0.31314 4.41738
34 S 5.49318 0.35240 4.00052
35 O 4.33759 -0.39089 4.53464
36 O 5.42031 0.38242 2.52842
37 O 5.47412 1.73129 4.52183

Cartesian forces, eV/Å:
C -1.8 -1.2 -0.6
P 0.9 -2.5 0.4
C -1.0 -0.4 -0.8
P 0.6 2.2 1.0
O 2.0 0.3 -1.4
C -2.6 1.5 1.8
C -1.5 3.1 -0.5
C 4.2 0.7 3.3
O -1.7 -4.5 -2.8
C 0.4 -1.4 4.6
C 4.1 2.0 2.1
C 1.1 2.7 -4.4
C -1.2 -0.5 -1.7
N -5.1 -3.4 -2.4
C -1.6 -1.5 1.6
H 0.5 1.8 1.7
H 1.5 -1.3 0.2
H 0.5 1.3 -2.2
H -1.1 2.5 0.0
H -1.0 -1.7 1.0
H 2.0 0.0 0.5
H -0.7 -0.5 0.5
H -2.2 -0.5 0.9
H -0.1 -2.2 0.6
H 1.1 1.6 1.3
H 1.0 3.3 -1.6
H -1.1 -2.4 0.6
H 1.3 -0.7 -2.1
H 2.0 1.5 0.4
H 1.4 1.7 -1.3
H -0.4 0.4 -2.9
H -1.3 -1.8 2.2
O 0.8 -0.5 0.3
S 0.6 0.4 -0.2
O -1.5 -0.8 0.6
O -0.1 -0.1 -1.1
O -0.1 0.9 0.4

Calculated values
Gap between HOMO and LUMO (eV): 3.0
Relative energy (zero: lowest compared OMol25 entry of this formula, charge and spin) (kcal per mole): 259.85
Charge: -2
2S+1: 1
Calculated total energy (Ha): -1977.8019

> Number 3 is which compound?

C10H17N5

> Among the records above, which one has the highest 2S+1?

C10H17N4PdS